Record 1
84
Properties=species:S:1:pos:R:3:forces:R:3 method="wB97M-V/def2-TZVPD" relative_energy_kj_mol=3.1 e_lumo_ev=-7.76 total_charge=+2 gap_ev=6.5
Ta -0.023556 0.695783 0.221063 -0.6 0.2 -0.1
S 0.907846 2.411206 1.711856 0.2 -0.3 0.4
C -0.689808 2.576993 2.381902 0.0 -0.1 -0.1
S -1.842836 1.584881 1.513685 0.3 -0.3 -0.2
C -0.997881 3.332384 3.450205 -0.1 0.3 0.3
C 0.039159 4.061238 4.132545 -0.2 -0.1 0.0
N 0.899519 4.597698 4.673730 0.0 0.0 -0.1
C -2.358328 3.401373 3.915287 0.2 0.1 0.0
N -3.461362 3.454562 4.233176 0.1 -0.1 0.0
C -3.618756 1.828856 -1.480031 -0.1 0.0 0.0
C -3.851817 0.381027 -1.033480 0.0 0.0 -0.1
C -5.352351 0.092373 -0.956930 0.0 0.0 0.0
C -3.116259 -0.574722 -1.956476 0.0 0.0 0.0
C -3.694866 -0.914019 -3.177803 0.0 0.0 -0.1
C -3.077939 -1.791412 -4.051559 0.0 0.0 0.0
C -1.869695 -2.373606 -3.706288 0.0 0.0 -0.1
C -1.248133 -2.073724 -2.501270 0.1 0.0 0.0
C 0.026010 -2.820739 -2.130935 -0.1 0.0 -0.1
C -0.279167 -4.307337 -1.915662 0.0 0.0 0.1
C 1.141319 -2.660930 -3.167705 -0.1 0.0 0.0
C -1.873241 -1.143972 -1.655794 0.0 -0.2 0.2
N -1.211074 -0.875549 -0.369276 0.0 0.4 0.2
C -1.451276 -1.824965 0.605101 -0.4 0.1 -0.6
C -0.682662 -1.817212 1.693745 0.3 0.0 0.3
C -0.661003 -2.715478 2.797988 0.0 0.0 0.0
C 0.403501 -2.354672 3.541621 0.2 0.2 0.1
C 1.041989 -1.214406 2.921101 -0.2 0.0 0.1
N 0.371032 -0.870798 1.791301 0.1 -0.1 0.0
C 2.230633 -0.568142 3.601493 -0.1 0.0 0.0
C 2.967263 -1.620943 4.451684 0.0 0.0 0.0
C 1.660888 0.494576 4.570550 0.0 -0.1 0.0
C 3.250399 0.044421 2.649896 0.1 0.0 -0.1
H -3.903537 2.537654 -0.699554 0.0 0.0 0.0
H -4.222030 2.044469 -2.365515 0.1 0.0 0.0
H -2.576711 2.005553 -1.749442 0.0 0.0 0.0
H -3.460920 0.246567 -0.023339 0.1 0.0 0.0
H -5.860651 0.355187 -1.885706 0.0 0.0 0.0
H -5.803739 0.687937 -0.162653 0.0 0.0 0.0
H -5.549755 -0.959759 -0.747899 0.0 0.0 0.0
H -4.657094 -0.493591 -3.440916 0.0 0.0 0.0
H -3.556358 -2.049535 -4.987887 0.0 0.0 0.0
H -1.413837 -3.093476 -4.376366 0.0 0.0 0.0
H 0.384391 -2.422420 -1.182815 0.0 0.0 0.0
H -0.610676 -4.773119 -2.845405 0.0 0.0 0.0
H -1.066289 -4.453965 -1.172865 0.0 0.0 0.0
H 0.611430 -4.840243 -1.574980 0.0 0.0 0.0
H 0.842770 -3.069489 -4.133678 0.0 0.0 0.0
H 2.036722 -3.201440 -2.852001 0.0 0.0 0.0
H 1.426976 -1.620154 -3.329000 0.0 0.0 0.0
H -2.228915 -2.567440 0.463247 0.0 0.1 -0.1
H -1.353493 -3.527097 2.968161 0.0 0.1 0.0
H 0.746071 -2.831856 4.443154 0.0 0.0 0.0
H 2.388529 -1.931926 5.320783 0.0 0.0 0.0
H 3.890293 -1.177614 4.824137 0.0 0.0 0.0
H 3.230154 -2.506536 3.868639 0.0 0.0 0.0
H 0.935972 0.046666 5.253180 0.0 0.0 0.0
H 1.179852 1.315509 4.046696 0.0 0.0 0.0
H 2.479466 0.902965 5.165931 0.0 0.0 0.0
H 3.726715 -0.726875 2.038331 0.0 0.0 0.0
H 4.028273 0.531155 3.239147 0.0 0.0 0.0
H 2.817311 0.795114 2.001970 0.0 0.0 0.0
N 4.411232 -2.322711 -1.168531 -0.1 0.2 0.0
C 3.924848 -1.086556 -0.946363 0.2 -0.3 -0.1
C 2.591320 -0.874094 -0.549152 0.0 0.1 0.1
N 2.147765 0.359339 -0.347987 -0.2 0.3 0.3
C 2.979811 1.402137 -0.508937 0.0 0.0 -0.1
C 4.286435 1.162972 -0.889554 0.2 -0.2 -0.1
N 4.757266 -0.056950 -1.110363 -0.1 0.3 0.0
H 3.868475 -3.152978 -1.017694 0.0 0.0 0.0
H 5.381381 -2.415081 -1.422225 0.0 0.0 0.0
H 1.913534 -1.697803 -0.376621 0.0 0.0 0.0
H 2.605626 2.399260 -0.323871 0.0 0.0 0.0
H 4.978167 1.987327 -1.015580 0.0 0.0 0.0
Br 0.358605 0.790850 -2.882008 0.0 -0.4 -0.3
C 0.083678 2.570981 -2.402475 0.0 0.0 0.0
C 0.150226 3.602569 -3.307578 0.0 0.1 0.0
C -0.131544 4.869084 -2.819443 0.0 0.1 -0.1
C -0.472118 5.028476 -1.481822 0.0 0.0 0.0
C -0.499122 3.926228 -0.657915 -0.1 0.0 -0.1
N -0.212993 2.690780 -1.112797 0.2 -0.3 0.2
H 0.398675 3.424022 -4.343751 0.0 0.0 0.0
H -0.088093 5.723597 -3.482150 0.0 0.0 0.0
H -0.711529 6.001153 -1.076518 0.0 0.0 0.0
H -0.760116 4.010416 0.385253 0.0 0.0 0.0



Record 2
84
Properties=species:S:1:pos:R:3:forces:R:3 method="wB97M-V/def2-TZVPD" e_lumo_ev="1.90 / 1.90" total_charge=-1 multiplicity=2 s2=0.753 gap_ev="1.8 / 6.9"
N -0.303250 10.336148 15.774939 0.2 -1.2 0.2
C -1.528452 9.668283 15.722541 0.3 1.1 0.4
C -2.471139 10.639171 15.943234 -0.2 0.1 -0.4
C -1.819060 11.902487 16.016167 -0.4 0.0 0.9
C -0.471389 11.665316 16.037153 0.0 -0.2 -0.9
H 0.613938 9.913365 15.763803 -0.4 -0.1 -0.1
H -1.681629 8.615642 15.535754 0.4 0.1 0.1
H -3.534161 10.503254 16.077051 0.1 -0.1 -0.4
H -2.363464 12.828798 16.125592 0.3 0.1 0.1
H 0.423091 12.264278 16.124096 -0.3 0.3 0.0
N -6.277980 9.443186 13.528609 -0.2 -0.2 -0.6
C -6.006068 8.848930 12.318125 0.6 0.1 -0.5
C -4.868501 9.458073 11.739361 -1.8 -0.9 1.1
C -4.519775 10.444458 12.653332 0.1 1.4 1.6
C -5.406924 10.439067 13.760674 2.0 0.4 -2.0
H -7.107667 9.312929 14.089642 -0.6 -0.6 -0.2
H -6.637214 8.079270 11.899000 0.0 0.0 0.3
H -4.373452 9.196964 10.815703 -0.2 0.0 0.1
H -3.717656 11.157490 12.532524 0.1 -0.1 0.1
H -5.387134 11.109828 14.606891 -0.4 -0.3 0.0
C -5.580452 13.414030 16.381940 -0.1 0.5 0.1
C -6.781392 12.737974 16.392200 0.0 0.0 1.1
C -7.690906 12.906438 15.396430 -1.0 0.8 -1.4
C -7.503486 13.883127 14.399435 1.1 -0.7 1.0
C -6.288086 14.595494 14.393027 -0.8 -0.2 0.3
C -5.331828 14.356910 15.394289 -0.1 -0.5 -0.4
H -4.901508 13.239475 17.203507 0.3 0.1 0.0
H -7.084803 12.217995 17.288846 0.2 -0.7 -0.2
H -8.602572 12.328647 15.358469 -0.1 0.0 0.2
H -8.324488 13.993832 13.706542 0.3 0.3 -0.4
H -6.125703 15.349430 13.636984 0.2 0.1 0.0
H -4.363038 14.834231 15.398955 0.0 0.3 -0.2
C -10.288182 13.021407 21.309307 1.5 0.3 0.1
C -10.069424 11.653265 21.532347 -0.4 0.8 -0.1
C -9.127024 10.959507 20.781745 -0.8 -0.4 0.6
C -8.424533 11.638119 19.824856 0.7 -0.5 -0.2
C -8.506948 12.994651 19.721516 -0.1 1.3 -0.4
C -9.430260 13.739572 20.454399 -0.5 -1.2 0.1
H -10.944836 13.598812 21.943191 -0.4 -0.2 0.0
H -10.683527 11.202920 22.298158 0.1 -0.4 0.0
H -8.941323 9.907309 20.939198 -0.2 -0.1 0.0
H -7.742828 11.130192 19.158753 0.1 -0.2 0.1
H -7.810354 13.426268 19.018052 -0.2 0.6 -0.1
H -9.541373 14.808723 20.349675 0.1 0.0 -0.1
C -2.469284 16.393702 12.553986 0.4 -0.2 1.6
C -3.351434 17.085699 11.778716 0.3 1.4 -0.8
C -4.394518 16.470309 11.126877 -0.2 -0.1 -0.1
C -4.564912 15.115798 11.288321 0.0 -1.2 1.3
C -3.708452 14.398257 12.150868 0.7 0.6 0.2
C -2.682424 15.067155 12.837476 -0.8 -0.9 -1.2
H -1.676469 16.844448 13.132500 0.1 0.6 -0.3
H -3.199441 18.145776 11.638982 0.0 0.2 0.0
H -5.084726 17.039380 10.521755 0.0 0.1 0.0
H -5.471213 14.622424 10.969563 0.1 -0.1 -0.6
H -3.752183 13.335118 12.335908 -0.7 -0.1 -0.2
H -2.055738 14.545068 13.545351 0.1 -0.2 0.0
C -4.649095 15.167676 21.216852 -0.3 1.2 -0.2
C -4.034814 15.709239 19.915911 -0.5 -1.0 -0.2
O -2.939424 16.544801 20.294194 2.5 1.0 0.5
C -2.913454 17.872222 20.290845 -5.9 1.0 -2.8
O -3.913847 18.534533 19.921490 3.1 -1.4 1.3
C -1.661401 18.628440 20.667625 1.6 -0.5 2.2
F -1.759636 19.061825 21.955996 -0.6 0.0 -0.4
F -0.605039 17.809893 20.689527 0.3 -0.3 -0.6
F -1.359987 19.684254 19.942579 -0.5 -0.1 -0.6
H -3.897801 14.946733 21.975022 0.3 -0.6 -0.5
H -5.354811 14.353964 21.049670 0.2 0.0 0.0
H -5.174050 15.985803 21.710000 -0.4 0.1 -0.2
H -4.686575 16.125203 19.147617 -0.5 0.9 0.8
H -3.631108 14.914923 19.288083 0.8 -0.3 0.6
C -12.444581 6.030407 12.814828 1.2 0.8 0.1
C -11.178819 6.687698 13.448820 -0.6 -0.6 0.7
O -11.298464 8.098735 13.508105 -3.1 -3.3 -2.1
C -10.353158 8.829228 14.047405 1.0 3.5 1.5
O -9.206312 8.445479 14.395799 2.2 -1.0 0.4
C -10.746049 10.275465 14.284754 -0.3 -5.9 -3.4
F -10.953956 10.460081 15.571355 0.0 2.4 1.5
F -9.805126 11.030449 13.714776 0.8 2.1 1.0
F -11.878526 10.526084 13.570619 -0.6 1.1 0.7
H -13.303746 6.484328 13.308696 -0.1 0.3 -0.5
H -12.494737 4.980706 13.104146 0.3 -0.1 -0.2
H -12.429996 6.127983 11.729298 -0.5 0.1 0.0
H -10.202140 6.355298 13.097098 -0.1 0.2 -0.8
H -11.211103 6.182086 14.413917 0.2 0.6 1.1



Record 3
90
Properties=species:S:1:pos:R:3:forces:R:3 method="wB97M-V/def2-TZVPD" relative_energy_kj_mol=0.0 e_lumo_ev=4.15 total_charge=-2 gap_ev=5.5
Y -0.831722 -0.506743 -0.049846 0.3 -0.2 0.4
C 3.082712 3.386066 5.429824 -0.2 -0.1 0.0
C 2.607271 2.378539 4.413362 0.1 0.1 0.0
C 2.914487 1.023853 4.525227 0.0 0.1 0.0
C 2.482883 0.119697 3.583804 -0.1 0.0 0.0
C 1.724003 0.481969 2.436864 0.0 -0.1 0.2
N 1.337113 -0.464664 1.532236 -0.8 0.1 -0.7
C 2.222500 -1.514799 1.364417 0.2 0.0 0.1
C 3.589518 -1.273892 1.103669 -0.1 0.0 -0.1
C 4.491782 -2.289972 0.880894 0.0 0.0 0.0
C 4.099674 -3.628565 0.911272 0.1 0.0 0.1
C 5.078964 -4.738229 0.628704 -0.1 0.1 -0.1
C 2.768458 -3.890174 1.175673 0.0 0.0 0.0
C 1.849757 -2.868414 1.401385 0.2 0.2 0.0
N 0.525002 -3.262774 1.727452 0.1 -0.1 0.2
C 0.172316 -4.070145 2.746556 -0.2 0.0 0.0
C -1.172338 -4.334700 2.605453 0.0 -0.1 -0.1
C -1.554174 -3.631497 1.454914 0.1 -0.1 0.0
N -0.517723 -2.992847 0.930304 -0.2 0.4 -0.3
C 1.393302 1.852646 2.363847 0.1 -0.2 0.3
C 1.819794 2.751079 3.339848 0.0 0.0 0.0
N 0.646772 2.423059 1.296543 0.4 0.1 -0.3
C 0.960067 3.595514 0.700324 -0.2 0.1 -0.1
C -0.140190 3.995845 -0.019695 0.0 0.1 0.1
C -1.086339 2.984643 0.196467 -0.1 0.1 0.2
N -0.602867 2.032997 0.983268 0.0 -0.4 -0.1
H 4.072074 3.118186 5.804867 0.0 0.0 0.0
H 2.402523 3.437074 6.285843 0.0 0.0 0.0
H 3.140842 4.383619 4.992102 0.0 0.0 0.0
H 3.494337 0.679765 5.376752 0.0 0.0 0.0
H 2.724605 -0.927408 3.708522 0.0 0.0 0.0
H 3.920606 -0.244825 1.053065 0.0 0.0 0.0
H 5.523516 -2.042551 0.654783 0.0 0.0 0.0
H 6.097360 -4.419148 0.852182 0.0 -0.1 0.0
H 5.045390 -5.025275 -0.425754 0.0 0.0 0.0
H 4.846321 -5.623654 1.222861 0.1 0.0 0.0
H 2.408381 -4.913778 1.202653 0.0 0.0 0.0
H 0.880448 -4.372033 3.499024 0.1 0.0 -0.1
H -1.793995 -4.935726 3.245545 0.0 0.0 0.0
H -2.527304 -3.521023 1.009927 0.0 0.1 0.0
H 1.512169 3.787231 3.247360 0.0 0.0 -0.1
H 1.935198 4.037591 0.809591 0.0 0.0 0.1
H -0.239710 4.870108 -0.637917 0.0 0.0 0.0
H -2.096742 2.919327 -0.175762 0.0 -0.1 0.0
N -1.767064 -1.973761 -2.342309 0.1 0.2 0.4
C -1.191209 -1.980656 -3.689868 0.0 -0.2 -0.1
C -0.341192 -3.226597 -3.938797 0.1 0.1 0.1
C 1.094969 -3.197505 -3.420042 -0.1 -0.1 0.2
C 1.240015 -2.926449 -1.923752 0.0 -0.1 0.0
N 1.190387 -1.489226 -1.561116 -0.1 0.0 0.1
H -2.255724 -2.848307 -2.188516 0.0 0.0 0.1
H -2.476101 -1.237737 -2.302300 -0.1 0.0 0.1
H -0.598568 -1.071908 -3.821367 0.0 0.0 0.0
H -1.982698 -1.964451 -4.451105 0.0 0.1 0.0
H -0.303751 -3.408915 -5.016931 0.0 0.0 0.0
H -0.862660 -4.078988 -3.483266 0.0 0.0 -0.1
H 1.697500 -2.472757 -3.968253 0.1 0.1 -0.1
H 1.532858 -4.179846 -3.626937 0.1 0.0 0.0
H 2.192334 -3.347274 -1.593029 0.0 0.1 0.1
H 0.440457 -3.443474 -1.384983 0.1 0.0 0.0
H 1.213677 -0.933176 -2.410904 0.0 0.1 0.0
H 2.058585 -1.240203 -1.096353 0.0 0.1 -0.1
S -2.855874 -0.653121 1.344959 0.2 -0.1 -0.2
S 3.836520 0.894432 -2.321233 0.0 0.6 0.7
C 3.919828 -0.260263 -3.479971 0.1 -0.6 -0.7
N 3.991863 -1.077084 -4.311809 -0.1 0.0 0.1
N -5.676779 5.118104 1.636786 -0.1 0.0 0.0
C -5.400539 4.158618 0.648895 0.0 -0.1 -0.1
C -4.931668 2.895940 1.012575 0.0 0.1 0.0
C -4.696946 1.926012 0.056015 -0.1 -0.1 0.0
C -4.947553 2.222327 -1.276783 0.1 0.0 -0.3
C -5.396202 3.475616 -1.659618 0.0 0.0 0.0
C -5.630303 4.445003 -0.696882 0.0 0.0 0.1
S -4.521138 1.031501 -2.530452 0.0 -0.2 0.1
O -5.359526 -0.131376 -2.400516 0.1 0.0 0.2
O -4.599859 1.722970 -3.805844 0.1 0.1 0.1
N -3.019688 0.612309 -2.140602 -0.3 0.0 -0.2
C -1.982169 1.386595 -2.451453 -0.3 0.5 -0.4
S -2.066251 2.899666 -3.370060 0.5 -0.2 0.0
C -0.331290 3.033134 -3.240693 -0.3 0.0 0.0
C 0.170506 1.998369 -2.543128 0.2 0.0 -0.1
N -0.748421 1.086727 -2.072610 -0.2 -0.3 0.2
H -5.147420 4.979186 2.483242 0.0 0.1 0.0
H -5.622935 6.069193 1.309815 0.1 0.0 0.0
H -4.718707 2.679951 2.054066 0.0 -0.1 0.0
H -4.275692 0.958819 0.340529 0.0 0.0 0.1
H -5.528503 3.675811 -2.714806 0.0 0.1 0.0
H -5.966321 5.436066 -0.983786 0.0 0.0 0.0
H 0.194871 3.848949 -3.707048 0.1 0.0 0.0
H 1.221355 1.821843 -2.348169 0.0 0.0 0.0